No. 1
C16H32AlBr2O7S | wB97M-V/def2-TZVPD

Element x y z (Å)
C: 4.831 -1.074 -0.341
C: 5.081 -2.511 0.105
C: 4.332 -3.546 -0.766
C: 3.467 -4.567 0.001
O: 2.109 -4.536 -0.320
Al: 1.127 -3.105 0.095
C: 1.689 -2.149 1.761
S: 1.022 -1.743 -1.754
C: -0.765 -3.814 0.399
Br: -0.897 -5.724 0.568
C: -1.846 -3.050 0.562
C: -1.816 -1.540 0.524
Br: -3.607 -3.775 0.929
H: 5.470 -0.381 0.204
H: 3.799 -0.782 -0.156
H: 5.013 -0.987 -1.410
H: 6.153 -2.697 0.047
H: 4.782 -2.650 1.141
H: 5.082 -4.098 -1.333
H: 3.706 -3.045 -1.501
H: 3.840 -5.567 -0.249
H: 3.631 -4.454 1.080
H: 2.564 -2.560 2.260
H: 0.864 -2.212 2.476
H: 1.837 -1.087 1.562
H: 2.012 -0.860 -1.593
H: -1.577 -1.207 -0.482
H: -2.791 -1.144 0.792
H: -1.072 -1.162 1.219
C: 1.254 5.733 -3.061
C: 2.330 4.868 -2.438
O: 1.963 3.486 -2.433
C: 2.134 2.847 -3.592
O: 2.593 3.328 -4.597
O: 1.727 1.597 -3.435
C: 1.832 0.779 -4.604
H: 0.298 5.563 -2.565
H: 1.516 6.787 -2.965
H: 1.135 5.502 -4.118
H: 2.466 5.124 -1.389
H: 3.286 4.993 -2.946
H: 2.842 0.815 -5.006
H: 1.119 1.110 -5.358
H: 1.594 -0.233 -4.291
C: -6.964 3.529 2.546
C: -5.880 3.336 3.584
O: -5.898 2.014 4.134
C: -5.329 1.078 3.366
O: -4.799 1.270 2.306
O: -5.443 -0.088 3.988
C: -4.891 -1.204 3.271
H: -7.939 3.273 2.963
H: -6.987 4.567 2.214
H: -6.788 2.894 1.678
H: -6.042 3.995 4.435
H: -4.893 3.547 3.172
H: -3.857 -1.020 2.990
H: -5.480 -1.411 2.381
H: -4.939 -2.053 3.945

Its multiplicity is 1. The total charge is -1.

Here are the natural (NBO) charges for atoms 1 to 4, given in e: number 1, C, carries -0.60; number 2, C, carries -0.39; number 3, C, carries -0.45; number 4, C, carries -0.03

***

No. 2
C42H90Cl6N6O14 | wB97M-V/def2-TZVPD

Element x y z (Å)
C: -2.861 -6.713 -0.973
C: -2.172 -6.512 0.264
N: -1.590 -6.370 1.245
H: -2.230 -6.347 -1.817
H: -3.799 -6.103 -0.996
H: -3.073 -7.789 -1.178
C: -2.113 0.749 -3.151
C: -2.377 1.969 -2.371
N: -2.616 2.875 -1.721
H: -1.711 1.002 -4.123
H: -3.084 0.236 -3.178
H: -1.372 0.140 -2.667
C: 6.301 -0.235 -1.438
C: 4.951 0.274 -1.049
N: 3.860 0.558 -0.743
H: 6.528 0.193 -2.441
H: 6.334 -1.333 -1.396
H: 6.998 0.159 -0.696
C: 2.368 -4.552 -0.328
C: 3.512 -3.747 -0.599
N: 4.403 -3.022 -0.631
H: 2.639 -5.477 0.278
H: 1.960 -4.924 -1.252
H: 1.595 -4.041 0.275
C: -0.944 -4.372 4.125
C: -0.308 -3.781 2.964
N: 0.026 -3.253 2.015
H: -0.368 -4.395 5.044
H: -1.245 -5.391 3.879
H: -1.850 -3.832 4.337
C: -5.372 1.599 -0.123
C: -5.239 0.375 -0.958
N: -5.114 -0.636 -1.500
H: -6.274 1.543 0.485
H: -5.343 2.560 -0.680
H: -4.458 1.654 0.462
C: -4.257 -2.425 2.655
O: -3.528 -1.236 2.747
C: -3.805 -0.399 3.810
C: -5.240 0.012 3.991
O: -5.811 -0.967 4.778
C: -7.201 -0.783 4.976
H: -4.038 -3.145 3.523
H: -3.861 -2.963 1.812
H: -5.354 -2.284 2.536
H: -3.197 0.512 3.726
H: -3.441 -0.817 4.791
H: -5.858 0.187 3.085
H: -5.263 0.965 4.562
H: -7.620 -0.691 3.999
H: -7.518 0.073 5.561
H: -7.611 -1.665 5.465
C: 0.419 1.964 -7.336
O: 0.935 2.243 -6.034
C: 0.226 3.278 -5.448
C: 0.872 3.535 -4.116
O: 0.628 2.516 -3.198
C: 1.227 2.907 -1.931
H: 0.898 1.109 -7.747
H: 0.523 2.850 -8.021
H: -0.653 1.784 -7.293
H: -0.829 2.919 -5.250
H: 0.171 4.223 -6.074
H: 0.466 4.487 -3.660
H: 1.962 3.628 -4.250
H: 2.293 2.738 -1.937
H: 0.841 2.249 -1.160
H: 0.975 3.930 -1.644
C: -0.200 -5.025 -3.849
O: -0.788 -4.911 -2.557
C: -0.849 -3.632 -1.993
C: -2.101 -2.863 -2.427
O: -1.994 -2.449 -3.786
C: -3.201 -2.740 -4.505
H: 0.792 -5.533 -3.665
H: -0.010 -4.018 -4.222
H: -0.777 -5.545 -4.630
H: -0.014 -3.001 -2.362
H: -0.806 -3.783 -0.909
H: -2.139 -1.972 -1.808
H: -2.984 -3.497 -2.233
H: -2.987 -2.515 -5.550
H: -4.056 -2.128 -4.117
H: -3.361 -3.823 -4.393
C: 6.935 4.243 -0.515
O: 5.856 4.426 0.354
C: 4.917 3.340 0.384
C: 3.702 3.709 1.237
O: 2.688 4.314 0.428
C: 1.473 4.467 1.185
H: 7.612 5.047 -0.336
H: 6.653 4.275 -1.549
H: 7.389 3.290 -0.271
H: 5.432 2.490 0.866
H: 4.728 2.984 -0.611
H: 4.058 4.392 2.027
H: 3.320 2.803 1.659
H: 0.670 4.697 0.486
H: 1.576 5.337 1.874
H: 1.326 3.563 1.725
C: -0.487 7.890 1.997
O: -1.216 6.735 1.806
C: -1.340 6.097 3.110
C: -1.925 4.743 2.995
O: -3.266 4.924 2.591
C: -3.757 3.731 1.910
H: -0.578 8.530 1.111
H: 0.560 7.666 2.189
H: -0.952 8.455 2.774
H: -2.039 6.597 3.731
H: -0.339 6.122 3.580
H: -1.820 4.230 3.921
H: -1.290 4.151 2.263
H: -4.840 3.839 1.805
H: -3.558 2.802 2.473
H: -3.283 3.635 0.923
C: 4.690 -4.430 -6.313
O: 4.207 -3.287 -5.749
C: 3.302 -3.534 -4.674
C: 2.718 -2.203 -4.268
O: 1.468 -1.939 -4.940
C: 1.078 -0.543 -4.774
H: 5.561 -4.220 -6.975
H: 3.842 -4.879 -6.824
H: 5.010 -5.084 -5.509
H: 3.865 -3.930 -3.821
H: 2.524 -4.231 -5.003
H: 3.477 -1.437 -4.476
H: 2.559 -2.124 -3.170
H: 0.042 -0.544 -5.137
H: 1.697 0.081 -5.368
H: 1.144 -0.232 -3.712
C: -0.502 1.510 4.877
O: -0.948 0.348 5.588
C: -0.453 -0.852 5.072
C: 1.031 -1.148 5.420
O: 1.268 -1.238 6.777
C: 1.619 -0.078 7.479
H: -0.934 2.312 5.508
H: -0.801 1.454 3.800
H: 0.589 1.687 4.935
H: -0.606 -0.981 4.001
H: -1.040 -1.562 5.617
H: 1.703 -0.430 4.895
H: 1.229 -2.120 4.936
H: 2.690 0.225 7.344
H: 1.559 -0.356 8.529
H: 0.962 0.767 7.326
C: -0.438 -0.282 1.211
Cl: -1.297 1.191 0.974
Cl: 1.094 0.179 2.044
Cl: 0.065 -0.897 -0.394
H: -0.958 -1.010 1.804
C: 4.103 -1.252 2.200
Cl: 5.762 -1.671 1.804
Cl: 4.207 0.376 3.163
Cl: 3.299 -2.476 3.129
H: 3.574 -1.041 1.275

Its multiplicity is 1.

Here are the Mulliken charges for atoms 1 to 4, given in e: number 1, C, carries -0.54; number 2, C, carries 0.44; number 3, N, carries -0.40; number 4, H, carries 0.00

***

Calculated values (eV) of Kohn-Sham gap for the records, taken in order: 7.772; 9.694.
Calculated values (eV) of HOMO for the records, taken in order: -5.32; -9.19.